Density functional theory data (the ωB97M-V functional and the def2-TZVPD basis) for 8 unconnected molecules or ions with the total composition H16O8 at a distorted geometry.

Summary:
Multiplicity: 2
Charge: +1
<S²>: 0.76
E_LUMO (alpha / beta) in eV: -3.48 / -11.15
ΔE to the lowest compared entry with this formula, charge and spin in eV: 1.2647
Frontier orbital gap (alpha / beta) in Eh: 0.39177 / 0.10451

Positions of all 24 atoms, in Å:
O -0.33 2.01 2.46
H -1.10 2.03 3.02
H -0.67 2.00 1.57
O -1.75 -3.40 0.72
H -2.66 -3.27 0.43
H -1.24 -2.84 0.14
O -3.08 -0.37 0.05
H -3.03 0.55 -0.20
H -2.64 -0.84 -0.65
O 0.79 -0.44 -0.29
H -0.05 -0.61 -0.73
H 0.89 0.51 -0.35
O 2.55 -1.52 1.46
H 1.96 -1.23 0.76
H 2.13 -1.21 2.26
O 0.84 2.30 -0.82
H 0.58 3.08 -0.32
H 0.21 2.26 -1.54
O -1.31 -1.89 -1.58
H -1.67 -1.52 -2.39
H -0.94 -2.73 -1.84
O 3.64 2.53 -0.39
H 4.15 2.08 -1.06
H 2.74 2.50 -0.71